(1)
{"formula": "C3H3ORu", "method": "wB97M-V/def2-TZVPD", "energy_ha": -285.2313, "max_force_ev_per_a": 3.813, "s2": 8.76, "spin_multiplicity": 6, "orbital_gap_ev": [9.8, 7.9], "e_above_lowest_kj_mol": 0.0, "charge": 2, "symbols": ["Ru", "O", "C", "C", "C", "H", "H", "H"], "coordinates": [[-2.871, 0.575, 0.747], [-0.227, -0.962, 0.776], [-0.991, 0.079, 0.230], [0.015, 0.617, -0.516], [0.931, -0.456, -0.031], [0.133, 1.542, -1.074], [1.769, -0.166, 0.619], [1.241, -1.229, -0.750]], "atomic_forces_ev_per_a": [[-1.000, 0.030, 0.343], [-2.171, 2.345, -1.080], [0.863, -3.057, 2.110], [1.734, 0.953, -0.861], [0.924, -0.319, -0.370], [0.034, -0.236, -0.125], [-0.282, 0.024, -0.137], [-0.104, 0.261, 0.119]], "mulliken_charge": [0.781, -0.160, 0.361, 0.136, -0.097, 0.410, 0.287, 0.282]}



(2)
{"formula": "C2H2N2OS", "method": "wB97M-V/def2-TZVPD", "energy_ha": -660.2523, "max_force_ev_per_a": 11.952, "orbital_gap_ev": 10.5, "e_above_lowest_kj_mol": 250.4, "symbols": ["S", "O", "N", "N", "C", "C", "H", "H"], "coordinates": [[2.347, -0.402, -0.068], [-0.088, -1.364, -0.106], [-0.222, 0.920, -0.192], [-1.454, -1.028, -0.049], [0.536, -0.150, -0.071], [-1.351, 0.178, -0.065], [2.566, 1.023, 0.233], [-2.335, 0.823, 0.317]], "atomic_forces_ev_per_a": [[-1.388, 3.127, 0.607], [1.328, 0.820, 0.265], [2.030, -2.950, 1.088], [0.514, -4.933, 0.075], [2.822, -1.029, -1.486], [-7.359, 9.247, 1.787], [-0.267, -2.462, -0.572], [2.321, -1.819, -1.765]], "mulliken_charge": [-0.230, -0.161, -0.435, -0.244, 0.548, 0.074, 0.183, 0.264]}



(3)
{"formula": "C3H10N2O", "method": "wB97M-V/def2-TZVPD", "energy_ha": -304.8373, "max_force_ev_per_a": 2.562, "orbital_gap_ev": [9.0, 9.0], "e_above_lowest_kj_mol": 623.1, "symbols": ["O", "N", "N", "C", "C", "C", "H", "H", "H", "H", "H", "H", "H", "H", "H", "H"], "coordinates": [[0.125, -0.473, 0.352], [1.326, -0.912, -0.125], [-2.020, 0.695, 0.862], [-0.926, 1.268, 1.228], [2.121, 0.131, -0.753], [-1.428, -0.819, -0.747], [-0.481, 1.995, 0.559], [1.831, -1.404, 0.609], [-2.479, -0.985, -0.549], [-2.368, 0.056, 1.576], [3.054, -0.307, -1.112], [-0.958, -1.784, -0.904], [2.353, 0.957, -0.070], [-1.245, -0.100, -1.535], [1.570, 0.526, -1.605], [-0.475, 1.156, 2.212]], "atomic_forces_ev_per_a": [[-1.111, 0.477, -0.075], [-0.303, -0.628, -0.587], [0.391, 1.139, 0.641], [-1.134, -0.302, 0.016], [-0.226, 0.048, 0.184], [2.121, -1.335, -0.531], [0.083, 0.030, -0.041], [-0.315, 0.088, -0.085], [0.188, 0.457, 0.689], [0.123, 0.056, 0.107], [-0.055, -0.011, 0.019], [0.158, 0.042, -0.422], [-0.010, 0.025, -0.025], [-0.018, -0.005, 0.155], [0.041, 0.001, -0.013], [0.069, -0.081, -0.031]], "mulliken_charge": [-0.307, -0.275, -0.651, -0.113, -0.708, -0.565, 0.260, 0.198, 0.345, 0.250, 0.330, 0.299, 0.267, 0.224, 0.225, 0.220]}